# 1
{
  "formula": "C41H53BCl4F3HfN2O2P2Si",
  "method": "ωB97M-V/def2-TZVPD",
  "symbols": ["Hf", "C", "C", "C", "P", "C", "C", "C", "C", "C", "C", "C", "C", "C", "C", "N", "C", "C", "C", "C", "C", "C", "C", "P", "C", "C", "C", "C", "C", "C", "H", "H", "H", "H", "H", "H", "H", "H", "H", "H", "H", "H", "H", "H", "H", "H", "H", "H", "H", "H", "H", "H", "H", "H", "H", "H", "H", "H", "H", "H", "H", "H", "H", "H", "H", "H", "H", "H", "H", "H", "C", "Si", "C", "C", "N", "C", "C", "C", "C", "C", "C", "F", "H", "H", "H", "H", "H", "H", "H", "H", "H", "H", "H", "H", "H", "Cl", "C", "C", "Cl", "C", "Cl", "C", "O", "C", "O", "C", "Cl", "F", "B", "F"],
  "positions_angstrom": [[-0.16600, 0.44949, 0.93765], [2.55402, 1.31486, -3.65848], [1.40625, 0.35573, -3.33878], [0.88218, -0.34713, -4.58928], [0.17678, 1.18008, -2.20697], [-0.62722, 2.61950, -3.06680], [-0.84808, 2.54038, -4.57515], [0.14003, 3.89235, -2.69119], [-1.12259, -0.10049, -2.17891], [-2.34512, -0.00471, -2.84219], [-3.24940, -1.05463, -2.87917], [-4.59152, -0.91083, -3.54498], [-2.87716, -2.24479, -2.25707], [-1.69905, -2.34405, -1.54226], [-0.81738, -1.26141, -1.44050], [0.26840, -1.24251, -0.53924], [1.09119, -2.35386, -0.45844], [1.17281, -3.33266, -1.46392], [2.03869, -4.40762, -1.35743], [2.88525, -4.56550, -0.26631], [3.83995, -5.72673, -0.15943], [2.84398, -3.57646, 0.71006], [1.97212, -2.49737, 0.64094], [2.02058, -1.04816, 1.73016], [3.63180, -0.30470, 1.17616], [3.54351, 0.09204, -0.29897], [4.06303, 0.86423, 2.06066], [2.38537, -1.47988, 3.49446], [3.62642, -2.32649, 3.77058], [1.17588, -2.04350, 4.23520], [3.37379, 0.77929, -4.14474], [2.93977, 1.78527, -2.75362], [2.22948, 2.10685, -4.33845], [1.79604, -0.41513, -2.66352], [0.65633, 0.36362, -5.38437], [-0.02030, -0.92396, -4.37770], [1.64055, -1.03687, -4.97108], [-1.60288, 2.67402, -2.57019], [0.10531, 2.58477, -5.10538], [-1.44619, 3.39287, -4.91046], [-1.35769, 1.62567, -4.87803], [1.15415, 3.87969, -3.09678], [0.22513, 3.99719, -1.60853], [-0.36890, 4.77543, -3.08866], [-2.60503, 0.91195, -3.35917], [-4.61376, -0.04036, -4.20132], [-5.37938, -0.78138, -2.79845], [-4.83943, -1.79270, -4.13860], [-3.54415, -3.10019, -2.29948], [-1.46993, -3.26601, -1.02390], [0.55342, -3.24208, -2.34689], [2.06221, -5.13999, -2.15845], [3.64802, -6.46317, -0.94046], [3.74833, -6.23124, 0.80449], [4.87817, -5.40031, -0.25936], [3.53307, -3.64475, 1.54300], [4.36770, -1.11170, 1.26215], [2.76868, 0.84378, -0.45484], [3.33423, -0.77325, -0.93115], [4.49591, 0.52462, -0.61836], [3.27991, 1.61609, 2.13295], [4.95257, 1.33378, 1.63239], [4.30748, 0.53872, 3.07289], [2.54769, -0.47533, 3.89016], [3.43390, -3.38405, 3.58099], [3.89082, -2.23267, 4.82687], [4.49475, -2.02084, 3.18555], [0.31676, -1.37776, 4.15427], [1.42188, -2.13996, 5.29614], [0.90484, -3.03434, 3.86236], [-1.36259, -2.66286, 1.98677], [-2.83276, -1.50635, 1.90969], [-3.42768, -1.08883, 3.62984], [-4.21230, -2.51100, 1.09338], [-2.32642, -0.07582, 1.04111], [-3.27248, 0.86837, 0.71813], [-4.67493, 0.75934, 0.76257], [-5.49823, 1.81998, 0.40631], [-4.98771, 3.04173, -0.00680], [-3.60540, 3.19867, -0.06425], [-2.83932, 2.12232, 0.27949], [-1.45851, 2.25290, 0.23094], [-1.47901, -3.32622, 2.84839], [-0.40504, -2.15736, 2.11162], [-1.28992, -3.28392, 1.09341], [-3.69488, -2.00011, 4.17405], [-4.31216, -0.44720, 3.59636], [-2.64699, -0.55839, 4.17583], [-4.06316, -3.56314, 1.35779], [-4.19444, -2.43383, 0.00624], [-5.20762, -2.23310, 1.44641], [-5.12866, -0.16603, 1.08698], [-6.57173, 1.68448, 0.46319], [-5.64297, 3.86128, -0.26714], [-3.13150, 4.12635, -0.35810], [1.17475, 7.48593, 2.86315], [1.20906, 5.85779, 2.28012], [2.08957, 5.49944, 1.27173], [3.16788, 6.66525, 0.58780], [2.09676, 4.18178, 0.80377], [3.16284, 3.70314, -0.47130], [1.24192, 3.22370, 1.33585], [1.19916, 1.99109, 0.86746], [0.36790, 3.57781, 2.39784], [-0.46188, 2.68088, 2.90243], [0.35661, 4.89752, 2.83596], [-0.74640, 5.32194, 4.09402], [-0.98189, 0.84450, 4.21644], [-0.04596, 1.22439, 3.23923], [1.24807, 1.28284, 3.83055]],
  "homo_lumo_gap_ev": 6.2,
  "homo_ev": -3.845,
  "lumo_energy_ev": 2.3867,
  "total_energy_ha": -5039.98923,
  "molar_mass_g_mol": 1084.03,
  "total_charge": -1
}

# 2
{
  "formula": "C41H53N5NaO7PSi2",
  "method": "ωB97M-V/def2-TZVPD",
  "symbols": ["Na", "C", "N", "C", "C", "C", "C", "C", "C", "N", "C", "C", "C", "C", "C", "C", "N", "C", "C", "C", "C", "C", "N", "H", "H", "H", "H", "H", "H", "H", "H", "H", "H", "H", "H", "H", "H", "H", "H", "H", "H", "O", "C", "C", "C", "C", "C", "C", "C", "O", "N", "O", "O", "H", "H", "H", "H", "C", "Si", "C", "C", "C", "C", "C", "C", "C", "Si", "C", "C", "H", "H", "H", "H", "H", "H", "H", "H", "H", "H", "H", "H", "H", "H", "H", "H", "C", "C", "O", "P", "O", "C", "C", "O", "C", "C", "H", "H", "H", "H", "H", "H", "H", "H", "H", "H", "H", "H", "H", "H", "H"],
  "positions_angstrom": [[1.53189, -14.43457, -14.09285], [1.41340, -13.38573, -10.70097], [2.35274, -13.98978, -11.65153], [3.63443, -13.27268, -11.74659], [3.89536, -12.55751, -13.03244], [4.83148, -11.50124, -12.97606], [5.19121, -10.78480, -14.10819], [4.55695, -11.14247, -15.30869], [3.66317, -12.22799, -15.32783], [3.38948, -12.92449, -14.19885], [2.50972, -15.42589, -11.32819], [1.24530, -16.34831, -11.55415], [1.05585, -17.41239, -10.65584], [0.16835, -18.43680, -11.00388], [-0.34949, -18.42377, -12.27709], [-0.24539, -17.23566, -13.16012], [0.52546, -16.12293, -12.62155], [0.88711, -12.05791, -11.07070], [0.47681, -11.16049, -10.03553], [-0.27457, -10.02536, -10.31915], [-0.53499, -9.74656, -11.66327], [-0.09025, -10.65793, -12.61772], [0.60407, -11.77128, -12.31951], [0.58121, -14.09471, -10.61014], [1.88094, -13.30935, -9.69056], [3.71765, -12.53020, -10.91275], [4.43871, -14.01009, -11.59887], [5.33796, -11.30960, -12.02581], [5.92099, -9.98415, -14.07435], [4.72547, -10.58010, -16.24062], [3.27733, -12.64012, -16.24188], [3.34526, -15.83446, -11.95136], [2.80798, -15.57570, -10.27924], [1.60373, -17.51327, -9.73067], [-0.09996, -19.20029, -10.25836], [-0.74293, -19.32001, -12.78737], [-1.27373, -16.93414, -13.45136], [0.73072, -11.37876, -9.01432], [-0.68954, -9.42220, -9.50560], [-1.02347, -8.84704, -11.99582], [-0.34700, -10.56914, -13.66388], [0.27518, -16.26627, -15.39239], [0.32524, -17.50389, -14.59341], [1.64262, -18.22592, -14.67255], [1.63816, -19.60725, -14.78794], [2.77406, -20.36040, -14.61038], [4.04865, -19.72115, -14.52250], [4.10570, -18.37095, -14.45420], [2.94446, -17.51537, -14.49990], [3.06792, -16.28482, -14.29960], [2.63590, -21.70456, -14.31886], [1.48947, -22.17990, -14.32758], [3.68941, -22.28359, -14.00045], [-0.44803, -18.18498, -14.97360], [0.68979, -20.13641, -15.00859], [4.97881, -20.29553, -14.46088], [5.07308, -17.86183, -14.47775], [2.15912, -15.48033, -17.47840], [0.51706, -16.26026, -17.05665], [0.39807, -17.96857, -17.82978], [-0.86018, -15.31257, -17.98424], [-1.64557, -16.02801, -18.92973], [-2.37327, -15.34184, -19.90707], [-2.42611, -13.93982, -19.88454], [-1.75811, -13.24231, -18.86720], [-1.05612, -13.93767, -17.87048], [-0.60512, -12.74139, -16.46802], [-2.23066, -12.16030, -15.61971], [0.19760, -11.26778, -17.30735], [2.66633, -16.07653, -18.28226], [2.79740, -15.44350, -16.60107], [2.03721, -14.46100, -17.87006], [0.25581, -17.88003, -18.92071], [-0.51331, -18.49697, -17.49422], [1.26966, -18.62442, -17.61045], [-1.65696, -17.11511, -18.86031], [-2.95290, -15.95038, -20.62166], [-2.93852, -13.36325, -20.66117], [-1.88450, -12.15989, -18.83111], [-2.29116, -11.11607, -15.37872], [-2.33234, -12.83275, -14.73765], [-3.07282, -12.48676, -16.23003], [-0.27828, -10.30222, -17.15541], [0.25532, -11.43806, -18.39210], [1.24183, -11.16364, -16.94721], [-5.88039, -12.01818, -11.47849], [-4.45607, -12.51747, -11.46049], [-4.40724, -13.77244, -12.17916], [-3.05638, -14.67272, -12.46280], [-3.68744, -15.96722, -13.22657], [-4.32109, -15.80355, -14.53369], [-4.19162, -17.05347, -15.39170], [-2.72214, -15.33266, -11.00994], [-3.63384, -16.25001, -10.32458], [-3.79797, -15.84792, -8.88485], [-6.03110, -11.21683, -10.72384], [-6.57816, -12.82981, -11.25061], [-6.15011, -11.59697, -12.46104], [-4.09683, -12.66644, -10.45504], [-3.74407, -11.86081, -11.95765], [-3.87392, -14.96993, -15.03693], [-5.36656, -15.58571, -14.36925], [-3.13495, -17.37780, -15.46039], [-4.62291, -16.81032, -16.37033], [-4.74366, -17.90754, -14.99197], [-3.14689, -17.24975, -10.36479], [-4.57090, -16.28263, -10.88630], [-2.84923, -15.96282, -8.32550], [-4.59376, -16.45622, -8.41976], [-4.10917, -14.78796, -8.81149]],
  "homo_lumo_gap_ev": 3.3,
  "homo_ev": 0.041,
  "lumo_energy_ev": 3.2934,
  "total_energy_ha": -3477.22078,
  "molar_mass_g_mol": 838.04,
  "total_charge": -2
}